1.
Computed, not measured: a molecular structure, C36H52AsF22O10S6, with ωB97M-V/def2-TZVPD.

```
127
Properties=species:S:1:pos:R:3:lowdin_charge:R:1
As -0.4666 -0.3823 -0.1109 0.72
F -1.6792 0.6163 -0.8488 -0.25
F -1.5622 -1.7051 -0.0687 -0.22
F 0.8273 -1.2862 0.6103 -0.24
F 0.6827 0.9252 -0.2384 -0.24
F -0.9386 0.1714 1.4417 -0.23
F 0.0832 -0.9584 -1.6640 -0.25
C -4.2828 1.8223 4.9011 -0.01
C -3.9510 0.6308 4.0143 -0.45
C -4.8776 0.4518 2.8129 -0.30
F -6.1567 0.6277 3.2260 0.09
F -4.6113 1.3184 1.8216 0.10
F -2.6846 0.8261 3.5551 0.10
F -3.9547 -0.5194 4.7108 0.14
O -3.4503 1.7962 6.0720 0.05
C -4.0016 1.3806 7.2283 -0.57
C -2.8702 1.1095 8.2214 -0.29
F -3.4331 0.5851 9.3499 0.08
F -1.9923 0.2376 7.7264 0.13
F -4.7822 2.3785 7.7536 0.12
F -4.8129 0.3252 7.0877 0.16
H -5.3221 1.8650 5.2203 0.14
H -4.0075 2.7362 4.3809 0.16
H -4.7604 -0.5716 2.4398 0.17
H -2.3962 2.0464 8.5167 0.17
C -1.8900 -5.8125 -1.6786 -0.05
C -2.6581 -5.1210 -0.5602 -0.43
C -1.7423 -4.7779 0.6040 -0.33
F -2.3594 -4.0782 1.5739 0.10
F -1.2512 -5.9183 1.1502 0.09
F -3.2525 -3.9952 -1.0039 0.11
F -3.6562 -5.9432 -0.0906 0.11
O -2.8462 -6.5822 -2.4259 0.05
C -2.4167 -7.7621 -2.9382 -0.56
C -1.4232 -7.5953 -4.1003 -0.29
F -0.3133 -6.9359 -3.7097 0.10
F -1.0552 -8.7866 -4.6198 0.10
F -1.9571 -8.5858 -1.9761 0.16
F -3.5103 -8.3457 -3.4950 0.13
H -1.0936 -6.4455 -1.3082 0.13
H -1.5266 -4.9939 -2.2992 0.14
H -0.8807 -4.2130 0.2300 0.14
H -1.9499 -7.0285 -4.8737 0.17
C -1.6307 3.2293 -2.8979 -0.27
S -1.1420 2.5512 -4.4856 0.85
O 0.3154 2.2496 -4.3557 -0.56
C -2.0184 0.9975 -4.2590 -0.25
H -2.7202 3.2431 -2.8369 0.06
H -1.1859 4.2131 -2.7774 0.04
H -1.2636 2.5463 -2.1286 0.03
H -1.6599 0.5923 -3.3076 0.03
H -1.7693 0.2877 -5.0390 0.06
H -3.0765 1.2341 -4.1445 0.05
C 0.4069 0.1615 4.1859 -0.28
S 2.1429 0.4585 4.4646 0.80
O 2.6977 -0.7049 5.2093 -0.56
C 2.6894 0.4071 2.7540 -0.26
H -0.0796 0.1079 5.1578 0.04
H 0.0892 -0.7295 3.6376 0.06
H 0.0518 0.9785 3.5542 0.01
H 2.1765 -0.3876 2.2097 0.04
H 3.7551 0.1892 2.7754 0.04
H 2.4718 1.3311 2.2178 0.05
C 2.8655 -3.1588 -0.9963 -0.26
S 2.2807 -4.6221 -1.8641 0.85
O 1.0601 -4.9932 -1.0717 -0.56
C 1.6006 -3.7299 -3.2777 -0.26
H 1.9935 -2.5234 -0.8827 0.02
H 3.7001 -2.6617 -1.4886 0.05
H 3.1927 -3.5388 -0.0303 0.06
H 1.2531 -4.4216 -4.0440 0.04
H 2.2521 -2.9545 -3.6774 0.05
H 0.7063 -3.2421 -2.8773 0.04
C -4.2300 -1.0042 -1.8355 -0.27
S -5.7626 -0.1010 -1.9742 0.80
O -6.1339 -0.1640 -3.4192 -0.57
C -6.8097 -1.3427 -1.2171 -0.27
H -4.3690 -2.0004 -2.2516 0.06
H -3.9501 -1.1155 -0.7870 0.04
H -3.4696 -0.4317 -2.3521 0.02
H -7.8458 -1.0106 -1.1712 0.05
H -6.5022 -1.6033 -0.2027 0.05
H -6.7676 -2.2242 -1.8590 0.06
C -1.9415 3.6400 0.6738 -0.27
S -0.8541 4.8499 1.3728 0.80
O -1.6499 5.7750 2.2178 -0.55
C -0.0181 3.7313 2.4957 -0.26
H -2.5455 4.1320 -0.0920 0.05
H -2.5922 3.1183 1.3747 0.05
H -1.3734 2.9051 0.0946 0.02
H -0.7767 3.4486 3.2375 0.05
H 0.8311 4.1621 3.0166 0.06
H 0.2593 2.7787 2.0346 0.03
C 1.6779 3.6378 -1.2846 -0.26
S 1.5464 5.3882 -1.6870 0.78
O 2.5535 6.1317 -0.8892 -0.55
C 2.2303 5.1960 -3.3448 -0.25
H 1.2714 3.4523 -0.2929 0.02
H 2.7340 3.3643 -1.3122 0.06
H 1.1197 3.0661 -2.0275 0.03
H 3.1489 4.6154 -3.2860 0.04
H 2.3526 6.1794 -3.7910 0.05
H 1.5198 4.6391 -3.9653 0.04
C 3.2055 1.7792 -3.7702 -0.07
C 2.5927 0.8430 -2.9486 -0.06
C 3.2624 0.3761 -1.8345 -0.01
C 4.5284 0.8274 -1.5119 -0.08
C 5.1123 1.8286 -2.3050 -0.09
C 4.4805 2.2421 -3.4605 -0.02
C 6.3906 2.4628 -1.8862 -0.28
O 6.9071 3.3373 -2.5427 0.11
C 6.9475 2.0557 -0.5643 -0.08
C 7.9767 2.8096 -0.0242 -0.01
C 8.5412 2.4709 1.1825 -0.06
C 8.0670 1.3564 1.8591 -0.06
C 7.0007 0.6304 1.3645 -0.01
C 6.4460 0.9661 0.1414 -0.08
C 5.2432 0.2426 -0.3462 -0.27
O 4.7780 -0.7022 0.2514 0.10
H 2.7407 2.1086 -4.6907 0.10
H 1.6308 0.4205 -3.2058 0.09
H 2.7990 -0.3435 -1.1725 0.09
H 4.9419 2.9935 -4.0890 0.12
H 8.3121 3.6710 -0.5882 0.12
H 9.3144 3.0605 1.6558 0.11
H 8.5147 0.9890 2.7747 0.11
H 6.6415 -0.2554 1.8722 0.12
```

Results
Charge: -1
HOMO in Ha: -0.24351
Orbital gap in eV: 7.32
Energy relative to the best compared isomer or geometry (same formula, charge and spin) in kcal/mol: 0.00
Maximum force in eV/Å: 1.6



2.
Computed, not measured: a molecular structure, C36H52AuNO2SSeSi, with ωB97M-V/def2-TZVPD.

```
95
Properties=species:S:1:pos:R:3:lowdin_charge:R:1
Au -1.0471 1.5161 1.2605 1.08
C 0.6684 -4.9526 -1.8328 -0.05
C -0.7816 -4.6579 -2.2416 -0.56
C -1.7033 -5.7295 -1.6447 -0.05
C -0.8754 -4.7374 -3.7652 -0.07
C -1.1793 -3.2835 -1.7074 -0.16
C -1.1314 -3.0406 -0.3408 -0.07
C -1.4533 -1.7988 0.1694 -0.41
Se -1.1914 -1.4526 2.0473 1.10
C 0.7155 -1.4888 1.8296 -0.42
C 1.3794 -2.7080 1.9297 -0.08
C 2.7208 -2.8142 1.6145 -0.17
C 3.3739 -1.6499 1.1953 0.02
C 2.7645 -0.4112 1.0875 -0.08
C 1.3897 -0.3294 1.4279 -0.34
O 0.8337 0.8843 1.4238 -0.34
C 3.5427 0.8238 0.6248 -0.53
C 3.5766 1.8767 1.7423 -0.04
C 2.8982 1.4137 -0.6397 -0.04
C 4.9953 0.4875 0.2754 -0.07
C 3.4945 -4.1289 1.6832 -0.56
C 4.6711 -3.9841 2.6575 -0.05
C 2.6171 -5.2857 2.1606 -0.06
C 4.0308 -4.4771 0.2872 -0.04
C -1.8410 -0.7387 -0.6639 -0.37
O -2.1618 0.4402 -0.1465 -0.31
C -1.9040 -0.9621 -2.0571 -0.09
C -1.5759 -2.2298 -2.5285 0.03
C -2.3208 0.1537 -3.0186 -0.53
C -2.2305 -0.2809 -4.4837 -0.07
C -3.7801 0.5447 -2.7446 -0.04
C -1.4050 1.3779 -2.8583 -0.04
H 0.9777 -5.9349 -2.1979 0.09
H 0.7862 -4.9441 -0.7481 0.06
H 1.3457 -4.2015 -2.2443 0.09
H -1.4321 -6.7185 -2.0211 0.08
H -2.7442 -5.5345 -1.9085 0.09
H -1.6336 -5.7542 -0.5566 0.08
H -0.5687 -5.7306 -4.0980 0.08
H -0.2222 -4.0084 -4.2480 0.09
H -1.8953 -4.5697 -4.1166 0.09
H -0.8207 -3.8197 0.3445 0.10
H 0.8108 -3.5693 2.2522 0.09
H 4.4202 -1.7277 0.9387 0.09
H 2.5764 2.2059 2.0127 0.06
H 4.1535 2.7447 1.4139 0.08
H 4.0575 1.4697 2.6344 0.09
H 1.8881 1.7666 -0.4501 0.07
H 2.8590 0.6634 -1.4325 0.09
H 3.4971 2.2536 -1.0001 0.08
H 5.5462 0.1036 1.1359 0.09
H 5.4963 1.3983 -0.0568 0.08
H 5.0640 -0.2416 -0.5343 0.09
H 4.3183 -3.7105 3.6533 0.09
H 5.3718 -3.2164 2.3276 0.08
H 5.2188 -4.9262 2.7338 0.08
H 2.2189 -5.1047 3.1606 0.09
H 3.2095 -6.2016 2.1982 0.09
H 1.7783 -5.4625 1.4845 0.07
H 4.7138 -3.7106 -0.0809 0.08
H 3.2128 -4.5691 -0.4294 0.07
H 4.5731 -5.4252 0.3138 0.09
H -1.6208 -2.4005 -3.5923 0.08
H -2.8989 -1.1139 -4.7083 0.08
H -1.2147 -0.5682 -4.7613 0.09
H -2.5238 0.5568 -5.1191 0.08
H -4.4474 -0.2864 -2.9828 0.09
H -4.0675 1.3998 -3.3617 0.08
H -3.9242 0.8049 -1.6986 0.05
H -0.3674 1.1039 -3.0619 0.09
H -1.4582 1.7909 -1.8541 0.06
H -1.6949 2.1524 -3.5724 0.08
C -3.3681 7.3783 3.5492 -0.17
Si -2.2114 6.8309 2.1826 0.52
C -2.3509 7.9816 0.7118 -0.17
C -0.4528 6.7715 2.8035 -0.21
C -2.8118 5.1254 1.6061 -0.22
C -4.1030 5.0079 1.0911 -0.06
C -4.6312 3.8018 0.6428 -0.04
C -3.8460 2.6710 0.7047 -0.08
N -2.6181 2.7716 1.2079 -0.14
C -2.0949 3.9339 1.6399 -0.67
S -0.4547 3.5497 2.1515 0.71
H -3.0908 8.3685 3.9150 0.03
H -3.3279 6.6866 4.3923 0.04
H -4.4042 7.4295 3.2097 0.03
H -2.0549 8.9944 0.9919 0.03
H -3.3702 8.0318 0.3250 0.03
H -1.7003 7.6558 -0.1014 0.04
H -0.1804 7.7763 3.1382 0.04
H 0.2549 6.4765 2.0287 0.03
H -0.3297 6.0981 3.6518 0.02
H -4.7282 5.8923 1.0292 0.11
H -5.6336 3.7390 0.2460 0.11
H -4.1416 1.6869 0.3711 0.11
```

Results
HOMO in Ha: -0.27284
Orbital gap in eV: 6.26
Energy relative to the best compared isomer or geometry (same formula, charge and spin) in kcal/mol: 0.00
Maximum force in eV/Å: 0.5



Among the records above, which one has the lowest HOMO?
C36H52AuNO2SSeSi